[1]
43
Properties=species:S:1:pos:R:3 method="wB97M-V/def2-TZVPD" relative_energy_ev=0.015 orbital_gap_ha=0.2494 charge=-1 energy_ev=-70824.80905
Au -0.686 -0.105 -0.636
O 0.731 1.787 -4.162
P -0.239 0.689 -3.577
O -1.331 0.309 -4.462
O -0.616 1.194 -2.138
O 0.752 -0.571 -3.260
P 1.954 -0.395 -2.203
O 2.709 -1.791 -2.274
O 2.811 0.750 -2.562
O 1.280 -0.414 -0.813
H 1.584 1.789 -3.680
H 3.485 -1.726 -2.843
O -7.108 -0.601 1.643
C -6.821 0.079 0.648
O -7.500 0.776 -0.120
C -5.303 0.052 0.288
C -4.826 0.753 -0.812
C -3.481 0.731 -1.120
N -2.639 0.029 -0.354
C -3.073 -0.675 0.714
C -4.399 -0.680 1.060
C -1.999 -1.441 1.438
O -2.210 -2.121 2.403
O -0.786 -1.325 0.895
H -5.535 1.308 -1.410
H -3.041 1.248 -1.961
H -4.750 -1.242 1.914
C 4.232 0.657 0.926
C 3.735 -0.736 1.278
S 2.329 -0.613 2.413
O 2.929 -0.403 3.766
C 1.789 -2.340 2.348
C 2.822 -3.319 2.877
H 5.132 0.600 0.313
H 4.471 1.216 1.832
H 3.478 1.205 0.361
H 4.494 -1.313 1.807
H 3.403 -1.285 0.396
H 1.489 -2.526 1.317
H 0.880 -2.353 2.951
H 3.644 -3.466 2.176
H 2.358 -4.290 3.053
H 3.229 -2.955 3.821

=====

[2]
38
Properties=species:S:1:pos:R:3 method="wB97M-V/def2-TZVPD" orbital_gap_ha=0.3186 charge=+1 energy_ev=-108101.39350
C 5.470 -0.682 -0.925
C 4.991 0.535 -1.655
N 5.164 1.693 -1.175
C 4.241 0.326 -2.983
N 2.825 0.102 -2.688
C 2.164 -1.039 -2.453
N 2.686 -2.274 -2.461
N 0.873 -0.788 -2.177
C 0.743 0.529 -2.266
P -0.835 1.447 -1.967
O -1.852 0.249 -2.308
Br -0.717 1.593 0.223
N 1.897 1.096 -2.597
O 2.211 2.390 -2.817
H 4.594 -1.236 -0.570
H 6.049 -1.334 -1.578
H 6.016 -0.370 -0.039
H 4.766 2.401 -1.793
H 4.344 1.247 -3.553
H 4.634 -0.508 -3.558
H 3.423 -2.559 -3.078
H 2.254 -2.935 -1.837
H -2.738 0.624 -2.414
H 2.013 2.865 -1.991
C -5.694 -0.639 5.011
C -5.410 -1.640 4.090
C -4.658 -1.353 2.964
C -4.197 -0.061 2.784
C -4.474 0.951 3.686
C -5.229 0.654 4.807
N -3.382 0.243 1.603
O -3.164 -0.650 0.808
O -2.957 1.381 1.473
H -6.278 -0.869 5.892
H -5.775 -2.645 4.251
H -4.434 -2.126 2.244
H -4.108 1.953 3.522
H -5.454 1.430 5.525

=====

[3]
37
Properties=species:S:1:pos:R:3 method="wB97M-V/def2-TZVPD" orbital_gap_ha="0.2326 / 0.1799" charge=-1 multiplicity=5 energy_ev=-118185.45668
Co 0.569 -0.783 -2.725
S 3.066 -4.676 -3.395
Sb 1.658 -3.256 -4.460
S -0.315 -2.817 -3.165
S 2.492 -1.002 -4.018
S 1.277 -3.524 -6.670
C -3.022 0.106 -3.558
S -1.611 0.805 -2.782
O -1.300 -0.060 -1.625
O -1.913 2.176 -2.441
O -0.495 0.655 -3.759
H -3.881 0.313 -2.921
H -2.842 -0.967 -3.654
H -3.135 0.572 -4.537
C -0.007 0.577 5.326
C 0.168 0.541 3.832
C 0.609 -0.609 3.192
C 0.831 -0.649 1.822
C 1.244 -1.953 1.189
C 0.625 0.539 1.086
C 1.027 0.660 -0.302
O 1.462 -0.252 -0.987
C 0.086 1.688 1.701
C -0.305 2.915 0.903
C -0.126 1.668 3.066
H 0.229 -0.386 5.778
H -1.032 0.843 5.595
H 0.650 1.331 5.766
H 0.780 -1.510 3.774
H 1.229 -2.748 1.933
H 2.239 -1.899 0.751
H 0.572 -2.220 0.372
H 0.937 1.656 -0.753
H -0.815 2.657 -0.028
H 0.566 3.526 0.649
H -0.976 3.536 1.495
H -0.542 2.548 3.550